No. 1
{
  "formula": "C24H32ClF6N2O20",
  "method": "the ωB97M-V functional and the def2-TZVPD basis",
  "elements": ["Cl", "C", "C", "O", "C", "O", "O", "F", "H", "H", "H", "C", "C", "O", "C", "O", "O", "F", "H", "H", "H", "C", "C", "O", "C", "O", "O", "F", "H", "H", "H", "C", "C", "O", "C", "O", "O", "F", "H", "H", "H", "C", "C", "O", "C", "O", "O", "F", "H", "H", "H", "C", "C", "O", "C", "O", "O", "F", "H", "H", "H", "C", "C", "O", "N", "C", "H", "H", "H", "H", "H", "H", "H", "C", "C", "O", "N", "C", "H", "H", "H", "H", "H", "H", "H"],
  "positions_angstrom": [[-0.729, 0.649, 0.528], [2.564, 3.569, -0.771], [1.540, 2.595, -1.429], [2.296, 1.931, -2.386], [3.432, 2.619, -2.607], [4.245, 2.332, -3.471], [3.569, 3.659, -1.777], [0.563, 3.376, -2.149], [2.987, 3.126, 0.114], [2.099, 4.584, -0.610], [0.870, 1.921, -0.948], [1.599, -2.868, -0.365], [0.771, -4.097, -0.447], [1.470, -5.017, 0.340], [2.767, -4.741, 0.443], [3.608, -5.438, 0.877], [2.947, -3.444, -0.052], [0.888, -4.574, -1.734], [1.300, -2.135, 0.430], [1.683, -2.352, -1.310], [-0.257, -4.115, -0.115], [-4.460, 0.093, -1.160], [-4.098, -0.531, 0.163], [-4.946, -1.672, 0.179], [-5.758, -1.748, -0.872], [-6.577, -2.598, -1.078], [-5.498, -0.697, -1.755], [-4.511, 0.318, 1.193], [-3.611, 0.052, -1.826], [-4.814, 1.126, -0.973], [-3.101, -0.726, 0.457], [5.280, -0.391, -1.802], [6.128, -1.382, -1.079], [5.416, -1.513, 0.151], [4.732, -0.358, 0.377], [4.263, -0.051, 1.425], [4.620, 0.383, -0.814], [7.403, -0.829, -0.820], [4.398, -0.831, -2.299], [5.791, 0.331, -2.445], [6.289, -2.327, -1.475], [-1.672, -2.811, 2.827], [-1.918, -2.066, 4.117], [-0.671, -1.504, 4.442], [0.309, -2.116, 3.698], [1.478, -1.919, 3.797], [-0.236, -2.942, 2.708], [-2.277, -2.941, 5.112], [-1.900, -2.301, 1.903], [-2.040, -3.805, 2.877], [-2.682, -1.315, 4.189], [1.830, 1.338, 2.785], [0.946, 1.874, 3.964], [0.187, 2.848, 3.379], [0.881, 3.302, 2.224], [0.548, 4.302, 1.673], [1.853, 2.464, 1.866], [1.765, 2.570, 4.851], [1.387, 0.506, 2.190], [2.782, 0.984, 3.095], [0.314, 1.134, 4.508], [-1.205, -3.086, -3.570], [-1.360, -2.224, -2.301], [-1.970, -2.746, -1.331], [-1.009, -0.960, -2.178], [-0.307, -0.179, -3.274], [-1.606, -4.037, -3.385], [-0.164, -3.254, -3.819], [-1.747, -2.637, -4.439], [-1.055, -0.568, -1.200], [-0.162, 0.794, -2.833], [-1.010, -0.085, -4.122], [0.644, -0.614, -3.508], [-3.504, 4.110, 1.915], [-3.539, 4.126, 0.444], [-4.296, 4.918, -0.099], [-2.752, 3.242, -0.198], [-2.628, 3.056, -1.645], [-4.446, 4.046, 2.480], [-3.214, 5.145, 2.170], [-2.789, 3.364, 2.256], [-2.161, 2.630, 0.335], [-1.815, 2.308, -1.843], [-2.297, 3.987, -2.065], [-3.646, 2.832, -2.100]],
  "forces_ev_per_angstrom": [[0.0, -0.1, 0.1], [-1.7, 0.4, -0.3], [-0.7, 2.0, -1.1], [0.1, -0.1, 0.0], [2.3, -0.1, -1.9], [-1.5, 0.3, 1.5], [-0.1, -0.5, -0.3], [1.0, -0.2, 0.3], [0.1, 0.1, 0.3], [0.6, -1.3, 0.0], [0.3, -0.7, 1.3], [1.5, 0.8, 1.4], [0.6, -0.9, 0.1], [-1.0, -1.3, 0.7], [-0.2, 2.7, -1.0], [0.5, -0.4, 0.2], [-1.0, -0.4, 0.2], [-0.6, -0.1, -0.5], [0.3, -0.8, -0.6], [0.0, 0.0, -0.2], [-0.2, 0.4, -0.3], [0.3, 0.8, -0.6], [-2.4, 0.3, 0.6], [0.8, -0.2, 1.1], [-0.7, 0.3, -1.9], [0.8, 0.8, 0.4], [0.0, -1.0, 1.7], [-0.3, -0.2, -0.2], [0.3, 0.3, -0.2], [0.2, -0.5, -0.3], [1.1, -0.7, -0.5], [-1.4, 0.9, -1.5], [0.1, 1.9, 2.0], [0.8, 0.5, -0.6], [-0.6, 0.8, -0.5], [0.2, 0.0, -0.6], [0.7, -1.0, 2.9], [-1.1, -0.4, -0.1], [1.0, -0.5, -0.6], [0.1, -0.5, -0.1], [0.1, -1.6, -0.8], [1.1, 0.2, -0.9], [0.3, 0.1, 0.4], [0.3, -0.6, -0.5], [0.4, -0.5, -1.6], [-0.7, 0.0, 0.3], [0.3, 1.4, 2.5], [0.2, -0.5, 0.2], [-1.0, 0.3, 0.0], [-0.8, -0.7, 0.0], [-0.2, 0.6, -0.7], [-1.8, -0.8, -0.2], [0.8, -0.6, -0.7], [0.3, 0.6, -1.7], [-1.5, 0.2, 0.7], [0.4, -0.3, -0.1], [0.0, -0.1, 1.3], [0.1, -0.7, 0.3], [-0.2, 0.6, 0.8], [1.0, 0.4, 0.2], [0.7, 0.6, -0.4], [0.2, 2.2, -0.4], [-2.2, -2.0, 1.3], [0.8, 0.0, -0.7], [1.5, 1.5, -1.2], [-1.9, -0.6, 1.7], [-0.8, -1.1, 0.5], [0.3, 0.3, -0.2], [0.6, -0.2, 0.6], [0.1, -0.1, -1.0], [0.2, 0.4, -0.2], [0.7, -0.1, 0.2], [0.4, -0.2, -0.4], [0.7, 0.6, 1.5], [-1.3, -0.1, -0.7], [0.0, 0.1, -1.0], [0.3, -0.6, -0.4], [-0.7, 0.1, 0.2], [0.0, -0.5, -0.9], [0.5, -0.5, 0.1], [0.1, 0.2, 0.5], [0.1, -0.2, 0.4], [-1.2, 0.5, 0.2], [0.1, 0.5, -0.5], [1.4, -0.1, 0.4]],
  "mulliken_charge": [-0.69, -0.14, 1.39, -0.24, 0.56, -0.64, -0.35, -0.38, 0.28, 0.32, -0.61, 0.60, 0.44, -0.41, 0.54, -0.55, -0.31, -0.38, -0.34, 0.05, 0.28, 0.19, 1.61, -0.37, 0.58, -0.56, -0.41, -0.37, -0.06, 0.12, -0.82, -0.44, 0.22, -0.28, 0.50, -0.49, -0.11, -0.32, 0.25, 0.33, 0.34, -0.06, 0.34, -0.35, 0.65, -0.52, -0.24, -0.34, -0.11, 0.35, 0.30, 0.07, 0.50, -0.35, 0.51, -0.55, -0.25, -0.36, -0.47, 0.55, 0.17, -1.63, 0.71, -0.61, 1.89, -1.12, 0.42, 0.31, 0.37, -1.14, 0.07, 0.34, 0.34, -0.83, 0.78, -0.74, 0.33, -0.77, 0.31, 0.26, 0.10, -0.22, -0.11, 0.44, 0.32],
  "total_charge": -1,
  "e_lumo_ev": 2.158
}

=====

No. 2
{
  "formula": "C24H32ClN5O2",
  "method": "the ωB97M-V functional and the def2-TZVPD basis",
  "elements": ["C", "C", "C", "N", "C", "C", "C", "O", "N", "C", "C", "N", "C", "N", "C", "N", "C", "C", "C", "C", "C", "C", "O", "C", "C", "C", "C", "C", "C", "Cl", "C", "C", "H", "H", "H", "H", "H", "H", "H", "H", "H", "H", "H", "H", "H", "H", "H", "H", "H", "H", "H", "H", "H", "H", "H", "H", "H", "H", "H", "H", "H", "H", "H", "H"],
  "positions_angstrom": [[6.123, 0.935, 2.179], [4.739, 0.973, 1.529], [4.765, 1.892, 0.302], [3.774, 1.389, 2.536], [2.491, 0.748, 2.560], [1.567, 1.011, 1.332], [1.855, -0.006, 0.236], [2.286, -1.116, 0.487], [1.577, 0.361, -1.039], [0.907, 1.578, -1.459], [-0.046, 1.241, -2.616], [-0.704, -0.018, -2.334], [-1.803, 0.025, -1.525], [-2.173, 1.261, -1.144], [-3.283, 1.420, -0.462], [-4.115, 0.477, -0.071], [-3.751, -0.750, -0.420], [-2.612, -1.064, -1.151], [-2.591, -2.534, -1.484], [-2.919, -2.748, -2.965], [-3.668, -3.129, -0.552], [-4.589, -1.967, -0.128], [-5.822, -1.955, -0.812], [0.217, -1.140, -2.381], [1.645, -0.657, -2.066], [0.124, 0.850, 1.737], [-0.417, -0.417, 1.932], [-1.723, -0.572, 2.358], [-2.499, 0.550, 2.603], [-4.122, 0.361, 3.149], [-1.979, 1.820, 2.411], [-0.674, 1.961, 1.977], [6.411, 1.931, 2.507], [6.865, 0.567, 1.474], [6.104, 0.279, 3.044], [4.470, -0.039, 1.214], [4.990, 2.914, 0.607], [3.810, 1.885, -0.219], [5.533, 1.567, -0.395], [3.696, 2.399, 2.569], [2.651, -0.330, 2.634], [1.971, 1.084, 3.461], [1.745, 2.031, 0.984], [1.641, 2.330, -1.776], [0.304, 1.975, -0.642], [-0.800, 2.021, -2.704], [0.488, 1.142, -3.563], [-3.539, 2.440, -0.202], [-1.630, -3.006, -1.270], [-2.184, -2.250, -3.594], [-2.918, -3.810, -3.203], [-3.899, -2.343, -3.205], [-3.197, -3.564, 0.329], [-4.250, -3.906, -1.045], [-4.862, -2.017, 0.930], [-5.676, -1.662, -1.717], [-0.070, -1.875, -1.634], [0.194, -1.609, -3.372], [2.136, -0.243, -2.951], [2.242, -1.484, -1.682], [0.192, -1.290, 1.756], [-2.137, -1.556, 2.509], [-2.592, 2.687, 2.601], [-0.271, 2.955, 1.834]],
  "forces_ev_per_angstrom": [[-0.2, -0.2, -0.2], [0.4, 0.1, 0.0], [-0.1, -0.3, 0.2], [0.1, 0.3, 0.1], [-0.2, 0.1, -0.1], [0.2, -0.3, 0.4], [0.0, 0.5, -0.2], [0.2, -0.5, 0.3], [0.0, -0.2, -0.3], [-0.1, 0.3, -0.1], [0.1, 0.3, 0.0], [0.1, 0.0, -0.1], [-0.5, 0.3, 0.1], [0.4, -0.1, -0.2], [-0.2, 0.0, 0.1], [-0.6, 0.0, 0.1], [0.4, 0.0, -0.2], [-0.2, 0.0, 0.4], [0.1, -0.2, -0.2], [0.2, -0.1, 0.2], [0.0, 0.2, 0.1], [0.3, -0.3, 0.2], [-0.4, 0.1, -0.2], [0.1, -0.3, -0.1], [0.1, -0.2, 0.0], [-0.1, 0.1, -0.1], [0.0, 0.1, 0.0], [-0.1, 0.1, 0.0], [0.2, 0.0, 0.0], [-0.2, 0.0, 0.2], [0.0, -0.1, 0.1], [0.0, -0.1, 0.1], [0.1, 0.1, 0.0], [0.2, 0.0, -0.1], [0.0, -0.1, 0.1], [0.0, 0.1, 0.0], [0.0, 0.1, 0.0], [-0.1, 0.0, -0.1], [0.1, 0.0, -0.1], [0.0, 0.0, 0.0], [-0.2, 0.1, 0.1], [-0.1, -0.1, -0.1], [-0.1, -0.1, 0.0], [-0.1, 0.0, 0.0], [0.1, 0.0, -0.1], [0.2, 0.0, -0.1], [0.0, 0.0, 0.0], [0.0, 0.1, 0.1], [-0.1, 0.0, 0.0], [0.0, 0.0, -0.1], [0.0, -0.1, -0.1], [-0.1, 0.1, 0.0], [0.0, 0.0, 0.0], [0.0, 0.0, 0.0], [0.1, 0.0, -0.1], [0.0, 0.0, 0.0], [0.0, 0.0, 0.0], [0.0, -0.1, 0.1], [0.0, -0.1, 0.0], [-0.1, 0.1, -0.2], [0.1, -0.1, 0.0], [-0.1, -0.1, 0.0], [-0.1, 0.1, 0.0], [0.1, 0.1, 0.0]],
  "nbo_charge": [-0.60, -0.06, -0.62, -0.63, -0.20, -0.39, 0.73, -0.66, -0.45, -0.24, -0.22, -0.42, 0.41, -0.54, 0.28, -0.48, 0.22, -0.10, -0.24, -0.60, -0.42, 0.05, -0.69, -0.22, -0.23, 0.07, -0.24, -0.22, -0.03, 0.02, -0.24, -0.22, 0.20, 0.20, 0.22, 0.21, 0.20, 0.20, 0.21, 0.35, 0.22, 0.20, 0.22, 0.19, 0.23, 0.26, 0.20, 0.18, 0.21, 0.21, 0.21, 0.20, 0.21, 0.22, 0.20, 0.46, 0.21, 0.20, 0.19, 0.26, 0.24, 0.23, 0.23, 0.21],
  "e_lumo_ev": 0.572,
  "de_lowest_ev": 0.288
}

=====

No. 3
{
  "formula": "C24H32ClN5O6V",
  "method": "the ωB97M-V functional and the def2-TZVPD basis",
  "elements": ["V", "C", "C", "N", "C", "C", "N", "C", "C", "C", "N", "C", "C", "N", "C", "H", "H", "H", "H", "H", "H", "H", "H", "H", "H", "H", "H", "H", "H", "H", "H", "H", "H", "H", "H", "H", "H", "H", "H", "Cl", "C", "C", "C", "C", "C", "C", "C", "O", "O", "H", "H", "H", "H", "O", "C", "O", "C", "C", "C", "C", "C", "C", "N", "O", "O", "H", "H", "H", "H"],
  "positions_angstrom": [[-0.602, -0.006, 0.066], [2.811, 2.196, -0.220], [2.802, 0.681, -0.022], [1.816, -0.003, -0.867], [2.161, -1.412, -1.056], [1.807, -2.192, 0.205], [0.377, -2.011, 0.444], [-0.132, -2.780, 1.587], [0.044, -2.083, 2.950], [0.350, -0.588, 2.873], [-0.638, 0.175, 2.113], [-0.674, 1.589, 2.489], [0.513, 2.309, 1.856], [0.389, 2.112, 0.416], [1.407, 2.791, -0.379], [3.389, 2.449, -1.110], [3.325, 2.645, 0.631], [2.568, 0.446, 1.017], [3.813, 0.301, -0.226], [1.841, 0.449, -1.783], [3.228, -1.539, -1.288], [1.583, -1.812, -1.896], [2.379, -1.821, 1.058], [2.066, -3.252, 0.068], [-0.086, -2.408, -0.376], [0.344, -3.771, 1.620], [-1.198, -2.937, 1.418], [0.857, -2.554, 3.506], [-0.871, -2.224, 3.528], [1.334, -0.440, 2.418], [0.396, -0.212, 3.903], [-1.589, -0.219, 2.286], [-0.663, 1.709, 3.579], [-1.603, 2.020, 2.099], [1.452, 1.873, 2.208], [0.509, 3.375, 2.127], [-0.501, 2.546, 0.155], [1.446, 3.860, -0.122], [1.100, 2.711, -1.426], [-3.155, -2.972, -5.295], [-3.030, -1.691, -4.154], [-4.158, -0.958, -3.814], [-4.062, 0.050, -2.874], [-2.842, 0.323, -2.267], [-1.704, -0.387, -2.644], [-1.795, -1.397, -3.585], [-2.796, 1.381, -1.197], [-3.574, 2.310, -1.199], [-1.884, 1.218, -0.291], [-5.099, -1.180, -4.290], [-4.928, 0.636, -2.600], [-0.729, -0.124, -2.210], [-0.923, -1.955, -3.891], [-3.124, -0.797, 1.719], [-3.011, -1.420, 0.663], [-1.998, -1.329, -0.108], [-4.026, -2.440, 0.251], [-3.681, -3.379, -0.721], [-4.542, -4.412, -1.025], [-5.755, -4.490, -0.353], [-6.140, -3.523, 0.570], [-5.266, -2.499, 0.879], [-6.624, -5.625, -0.604], [-7.690, -5.645, -0.037], [-6.212, -6.481, -1.353], [-2.725, -3.305, -1.218], [-4.283, -5.159, -1.759], [-7.110, -3.598, 1.042], [-5.521, -1.753, 1.616]],
  "forces_ev_per_angstrom": [[2.5, -0.6, -0.1], [-0.3, -0.2, 0.0], [0.2, 0.3, 0.3], [-0.6, 0.0, -0.5], [0.2, -0.5, 0.2], [0.5, 0.1, -0.3], [-0.1, -0.2, -0.4], [-0.3, -0.2, 0.5], [0.1, 0.2, -0.2], [0.4, -0.4, 0.3], [-0.7, -0.3, 0.4], [0.2, 0.7, 0.1], [-0.2, 0.0, 0.4], [-0.5, 0.2, 0.0], [0.5, 0.1, -0.2], [0.0, 0.0, 0.0], [0.1, 0.0, 0.0], [0.1, 0.0, 0.0], [-0.2, 0.0, 0.1], [-0.1, -0.1, 0.1], [-0.2, 0.0, 0.0], [0.1, 0.1, 0.0], [0.0, -0.1, 0.0], [-0.1, 0.2, 0.1], [0.0, -0.1, 0.1], [-0.1, 0.2, -0.1], [0.2, -0.1, -0.1], [0.0, 0.1, 0.1], [0.1, -0.1, 0.0], [0.0, 0.1, 0.2], [0.1, 0.0, -0.2], [0.2, 0.2, -0.1], [0.0, -0.1, -0.1], [0.1, -0.1, 0.1], [0.0, 0.1, 0.0], [0.0, -0.2, 0.0], [0.2, -0.1, 0.1], [-0.1, -0.2, -0.1], [0.0, 0.1, 0.1], [0.0, -0.1, -0.1], [0.0, 0.3, 0.2], [0.1, -0.2, -0.1], [0.3, 0.1, 0.1], [0.1, 0.2, 0.0], [-0.5, 0.2, 0.0], [0.2, 0.0, 0.0], [-1.7, 0.4, -1.4], [0.4, -0.4, 0.2], [0.0, 1.2, 0.6], [-0.1, -0.1, 0.0], [0.0, 0.0, 0.0], [0.0, -0.1, -0.3], [0.1, -0.1, -0.1], [-0.4, -0.1, 0.0], [-1.0, -0.3, 0.9], [0.6, -0.3, -0.5], [0.0, -0.1, -0.1], [0.0, 0.2, 0.2], [-0.3, -0.2, 0.0], [0.7, 1.0, 0.2], [-0.2, -0.3, -0.1], [0.3, 0.0, -0.1], [-0.2, -0.2, -0.1], [-0.4, 0.0, 0.2], [0.1, -0.3, -0.3], [0.0, 0.0, -0.1], [0.0, -0.1, 0.0], [0.0, 0.0, 0.0], [0.0, 0.0, 0.1]],
  "lowdin_spin": [1.91, 0.00, 0.00, 0.00, 0.00, 0.00, 0.00, 0.00, 0.00, 0.00, 0.00, 0.00, 0.00, 0.00, 0.00, 0.00, 0.00, 0.00, 0.00, 0.00, 0.00, 0.00, 0.00, 0.00, 0.00, 0.00, 0.00, 0.00, 0.00, 0.00, 0.00, 0.00, 0.00, 0.00, 0.00, 0.00, 0.00, 0.00, 0.00, 0.00, 0.00, 0.00, 0.00, 0.00, 0.00, 0.00, 0.01, 0.00, 0.03, 0.00, 0.00, 0.00, 0.00, 0.01, 0.00, 0.02, 0.00, 0.00, 0.00, 0.00, 0.00, 0.00, 0.00, 0.00, 0.00, 0.00, 0.00, 0.00, 0.00],
  "total_charge": 1,
  "e_lumo_ev": [-3.458, -2.919],
  "spin_multiplicity": 3,
  "de_lowest_ev": 1.785
}

=====

Record-wise max |F| values, in hartree/bohr: 0.063 0.012 0.050